Entry 1:
Below is C15H15BrGdNO as an isolated structure, with properties calculated with ωB97M-V with the def2-TZVPD basis set.

The geometry in ORCA input format:
```
! RIJCOSX wB97M-V def2-TZVPD def2/J DEFGRID3
* xyz -1 9
C -2.32187 -0.80345 -1.60086
C -2.20683 -1.31911 -0.27556
C -1.93217 -0.23454 0.59055
H -2.30660 -2.34876 0.03338
C -1.84946 0.95505 -0.18551
C -2.12809 0.60813 -1.54081
H -2.21205 1.29804 -2.37664
H -2.51189 -1.39831 -2.48474
H -1.90839 -0.29351 1.67946
H -1.74933 1.96547 0.20679
Gd 0.27900 -0.24219 -1.28081
Br 0.38675 -2.96756 -1.25089
C 1.90401 0.62086 -3.12639
C 0.80831 1.40967 -3.58723
C -0.22850 0.52265 -4.00613
H 0.85715 2.46840 -3.84078
C 0.21563 -0.81249 -3.80811
C 1.56509 -0.76182 -3.32362
H 2.20449 -1.61467 -3.10721
H 2.89022 0.99148 -2.86539
H -1.08400 0.81103 -4.61901
H -0.31780 -1.70859 -4.10581
O 0.96630 0.07801 1.03774
N 0.92179 0.15653 2.39349
C 1.29749 1.34631 2.99974
C 1.38496 1.40878 4.39244
C 0.91109 0.35442 5.17587
C 0.60681 -0.85335 4.53275
C 0.69733 -0.95776 3.15437
H 1.44730 2.22129 2.37693
H 1.82655 2.29068 4.83083
H 0.81858 0.45267 6.24433
H 0.37432 -1.75799 5.09701
H 0.39379 -1.88538 2.63985
*
```

Output
Frontier orbital gap (spin up / spin down) in eV: 4.25 / 5.46
Highest occupied orbital energy (spin up / spin down) in hartree: -0.055 / -0.168
Molar mass in g mol⁻¹: 462.4
Energy relative to the best compared isomer or geometry (same formula, charge and spin) in eV: 0.000


Entry 2:
Below is C15H15CuO4SSe4 as an isolated structure, with properties calculated with ωB97M-V with the def2-TZVPD basis set.

The geometry in ORCA input format:
```
! RIJCOSX wB97M-V def2-TZVPD def2/J DEFGRID3
* xyz -2 1
Cu 1.68229 0.74905 -0.19708
Se 4.22221 0.04206 0.17688
Se 5.29636 1.69410 -1.04841
Se 3.68102 3.40552 -1.30359
Se 1.84820 2.31839 -2.19648
C -3.53982 1.57018 -4.12463
C -2.46920 0.82910 -3.36549
C -2.69578 0.35024 -2.08152
C -1.69078 -0.29445 -1.37313
C -0.45262 -0.46800 -1.95864
C -0.20175 0.00842 -3.23960
C -1.21011 0.65039 -3.93548
S 0.84222 -1.28709 -0.99823
C 1.04170 -2.65518 -2.22563
O 0.15683 -1.95442 0.12858
H -4.52060 1.42010 -3.67208
H -3.58161 1.23961 -5.16432
H -3.32746 2.64225 -4.12636
H -3.66527 0.50040 -1.61908
H -1.84340 -0.64286 -0.35906
H 0.78699 -0.08206 -3.67077
H -1.00736 1.04334 -4.92597
H 0.05964 -3.10433 -2.36028
H 1.73774 -3.36604 -1.78248
H 1.43670 -2.26708 -3.16223
O -1.58316 0.55143 4.62762
C -0.34577 0.04849 4.46369
C 0.26683 -0.60970 5.52930
C 1.52986 -1.15643 5.38093
C 2.20094 -1.04831 4.17057
C 1.58976 -0.38861 3.11650
C 0.32502 0.16748 3.23391
C -0.38127 0.88862 2.10255
O -1.53733 1.30700 2.39264
O 0.13758 1.10749 0.97271
H -1.81158 0.87421 3.69219
H -0.27951 -0.68274 6.46309
H 1.99283 -1.66860 6.21821
H 3.19333 -1.45982 4.03640
H 2.11637 -0.27215 2.18475
*
```

Output
Frontier orbital gap in eV: 5.09
Highest occupied orbital energy in hartree: -0.025
Molar mass in g mol⁻¹: 670.7
Energy relative to the best compared isomer or geometry (same formula, charge and spin) in eV: 0.333


Entry 3:
Below is C15H15F3IrN6O8S as an isolated structure, with properties calculated with ωB97M-V with the def2-TZVPD basis set.

The geometry in ORCA input format:
```
! RIJCOSX wB97M-V def2-TZVPD def2/J DEFGRID3
* xyz 0 2
Ir 0.63298 -1.03017 -0.98151
N -4.46859 4.55123 0.25450
C -3.25179 3.91926 0.35970
C -2.44787 3.74211 -0.77488
C -1.21246 3.14600 -0.66486
C -0.76333 2.72219 0.58147
C -1.54431 2.89011 1.71883
C -2.78165 3.48977 1.60756
S 0.76379 1.89628 0.69770
O 1.27050 1.99892 2.03393
O 1.58066 2.22943 -0.42704
N 0.36241 0.30069 0.44300
C -0.12000 -0.59903 1.40973
N -0.60607 -0.36270 2.59045
C -0.96709 -1.46717 3.26420
C -0.86732 -2.74791 2.76009
C -0.37807 -2.89780 1.46652
N -0.00697 -1.82320 0.81487
H -4.88679 4.59112 -0.65918
H -5.12253 4.41714 1.00649
H -2.79985 4.08024 -1.74123
H -0.58463 3.01671 -1.53753
H -1.17660 2.54686 2.67769
H -3.39444 3.63427 2.48841
H -1.36429 -1.30160 4.25797
H -1.17455 -3.60468 3.33900
H -0.29697 -3.84119 0.95678
N 4.07095 0.43601 1.95003
C 3.33398 -0.48426 1.28614
O 2.60811 -1.26337 1.86188
C 3.50104 -0.49797 -0.21982
C 2.64004 -1.53174 -0.93013
H 3.80353 0.61300 2.90527
H 4.44807 1.21574 1.43745
H 4.55353 -0.71019 -0.43936
H 3.30006 0.50646 -0.60605
H 2.77282 -2.52881 -0.51886
H 2.86402 -1.54117 -1.99508
O -0.74505 0.94594 -3.90532
N -0.39446 0.25726 -2.99151
O -1.19358 -0.36946 -2.23886
O 0.85841 0.15229 -2.68069
F 0.61928 -5.56368 -3.04203
C -0.08631 -4.49437 -3.44760
F 0.53276 -3.97268 -4.50436
F -1.29184 -4.91798 -3.82922
C -0.21174 -3.49574 -2.26677
O -1.02774 -3.72176 -1.40835
O 0.64994 -2.53039 -2.35943
*
```

Output
Frontier orbital gap (spin up / spin down) in eV: 8.37 / 6.17
Highest occupied orbital energy (spin up / spin down) in hartree: -0.321 / -0.322
Molar mass in g mol⁻¹: 688.6
Energy relative to the best compared isomer or geometry (same formula, charge and spin) in eV: 0.057


Entry 4:
Below is a 2-piece molecular cluster, C15H15F3N overall, with properties calculated with ωB97M-V with the def2-TZVPD basis set.

The geometry in ORCA input format:
```
! RIJCOSX wB97M-V def2-TZVPD def2/J DEFGRID3
* xyz 1 1
F -4.06649 -1.68334 0.84535
C -3.05431 -0.94786 1.42385
C -3.38108 -0.12026 2.49515
C -2.32397 0.61119 3.04268
F -2.59192 1.42395 4.12079
C -1.03369 0.55396 2.55614
C -0.72100 -0.26893 1.42367
C 0.60020 -0.16567 0.91563
C 1.30404 -0.96222 -0.03401
C 2.72623 -0.80024 -0.09504
C 3.49544 -1.46236 -1.03502
C 2.90321 -2.32976 -1.96730
C 1.52651 -2.50473 -1.89003
F 0.93043 -3.36415 -2.78522
C 0.71471 -1.86686 -0.96188
C -1.77349 -1.07823 0.90361
H -4.38965 -0.06590 2.89324
H -0.23416 1.12668 3.02551
H 1.22343 0.56654 1.44630
H 3.19162 -0.14043 0.64034
H 4.57518 -1.31542 -1.05205
H 3.48903 -2.86323 -2.71208
H -0.34967 -2.06238 -0.96367
H -1.59055 -1.79702 0.11498
C 0.89226 1.90896 -1.88635
N -0.23953 1.51145 -1.07897
C -1.01076 2.60444 -0.53014
H 1.36260 1.01664 -2.31728
H 0.62289 2.61258 -2.69365
H 1.61962 2.40060 -1.22484
H -0.81439 0.79844 -1.52062
H -1.88490 2.20302 -0.00371
H -0.37794 3.13027 0.19890
H -1.33992 3.33025 -1.29432
*
```

Output
Frontier orbital gap in eV: 6.25
Highest occupied orbital energy in hartree: -0.458
Molar mass in g mol⁻¹: 266.3


Entry 5:
Below is C15H15IrN3O9S3 as an isolated structure, with properties calculated with ωB97M-V with the def2-TZVPD basis set.

The geometry in ORCA input format:
```
! RIJCOSX wB97M-V def2-TZVPD def2/J DEFGRID3
* xyz -1 1
Ir 0.36730 0.39707 -0.65656
C -0.49567 3.98966 -2.73210
C 0.03017 2.69359 -2.22278
N -0.18946 2.27143 -1.02100
O -0.97740 3.00299 -0.17905
C 0.89216 1.83855 -2.99408
C 1.42323 2.14645 -4.35121
N 1.29695 0.75922 -2.33687
O 2.19891 0.01006 -2.73633
H -1.12231 4.46430 -1.98371
H -1.07734 3.81864 -3.63933
H 0.33008 4.65497 -2.99085
H -0.74004 2.61898 0.70354
H 1.60741 3.21454 -4.48181
H 0.71999 1.82122 -5.12353
H 2.35419 1.60486 -4.49964
O -1.52991 0.12199 -1.28193
N -2.03542 -1.13999 -1.24469
C -3.08026 -1.27771 -0.39651
C -3.75446 -2.45258 -0.28408
C -3.30168 -3.53877 -1.06085
C -2.23740 -3.38469 -1.89326
C -1.53812 -2.14442 -2.04109
S -0.23577 -1.91470 -3.04598
H -3.29353 -0.38847 0.17346
H -4.58178 -2.53662 0.40376
H -3.79756 -4.49981 -0.99344
H -1.86944 -4.20042 -2.49832
O 3.38163 -1.69023 0.69623
S 2.17988 -0.93399 0.83452
O 0.98835 -1.50871 0.15155
O 2.24708 0.46830 0.31026
C 1.84969 -0.89153 2.61600
C 2.84547 -1.51293 3.36120
C 2.76458 -1.60558 4.74330
C 1.67226 -1.07269 5.39953
C 0.67477 -0.44428 4.66766
C 0.74029 -0.33730 3.28680
S -0.64678 0.54205 2.52742
O -1.24441 -0.41092 1.60990
O -1.48486 0.98568 3.61466
O 0.01876 1.64511 1.82181
H 3.69029 -1.93571 2.83986
H 3.55721 -2.09846 5.29141
H 1.58845 -1.13734 6.47716
H -0.18550 -0.01180 5.15898
*
```

Output
Frontier orbital gap in eV: 7.12
Highest occupied orbital energy in hartree: -0.163
Molar mass in g mol⁻¹: 669.7
Energy relative to the best compared isomer or geometry (same formula, charge and spin) in eV: 1.207


Entry 6:
Below is C15H16AuBrN2O as an isolated structure, with properties calculated with ωB97M-V with the def2-TZVPD basis set.

The geometry in ORCA input format:
```
! RIJCOSX wB97M-V def2-TZVPD def2/J DEFGRID3
* xyz 0 1
Au -1.25079 -1.08075 0.88321
Br 3.48306 4.97698 2.41328
C 2.82790 3.29707 1.83997
C 1.49129 2.98459 2.03342
C 1.01581 1.75141 1.62138
C 1.87326 0.85065 0.99575
C 3.21722 1.16982 0.81972
C 3.69830 2.39707 1.24565
N 1.31425 -0.37558 0.58712
C 1.72745 -1.00702 -0.42289
C 1.09399 -2.30882 -0.73916
C 1.56753 -3.06460 -1.80020
C 0.96326 -4.27973 -2.08700
C -0.08571 -4.70039 -1.29076
C -0.50365 -3.88364 -0.25036
N 0.05628 -2.70784 0.02044
H 0.82809 3.69504 2.50637
H -0.02605 1.48494 1.75210
H 3.90109 0.45109 0.38741
H 4.74209 2.65032 1.12461
H 2.52179 -0.66316 -1.09047
H 2.39808 -2.69792 -2.38806
H 1.30778 -4.88345 -2.91553
H -0.58867 -5.64040 -1.46526
H -1.32638 -4.17462 0.38856
C -2.82190 2.51589 0.11543
C -2.83167 1.04201 -0.27394
C -4.11000 0.67626 -1.01935
O -2.72981 0.25751 0.89451
H -2.86298 3.16709 -0.76102
H -1.91731 2.75073 0.67872
H -3.68112 2.73532 0.75235
H -1.98957 0.87964 -0.96405
H -4.97592 0.88298 -0.38750
H -4.11227 -0.38897 -1.25496
H -4.21476 1.24046 -1.94946
*
```

Output
Frontier orbital gap in eV: 6.74
Highest occupied orbital energy in hartree: -0.282
Molar mass in g mol⁻¹: 517.2
Energy relative to the best compared isomer or geometry (same formula, charge and spin) in eV: 0.207